{"formula": "C18H25ClIOP2Tc", "method": "ωB97M-V/def2-TZVPD", "species": ["C", "I", "H", "H", "H", "Tc", "P", "C", "C", "H", "H", "H", "C", "H", "H", "H", "H", "H", "H", "C", "O", "Cl", "C", "P", "C", "C", "C", "C", "C", "C", "C", "C", "C", "C", "C", "C", "H", "H", "H", "H", "H", "H", "H", "H", "H", "H", "H", "H", "H"], "xyz": [[2.432894, -1.452152, -2.670774], [3.493286, 0.774945, -2.635559], [1.725198, -1.982995, -3.310264], [2.605222, -2.069154, -1.776826], [3.381528, -1.485683, -3.248159], [-1.739625, 0.431198, -0.659602], [-1.140477, 0.419586, -2.852387], [0.036741, 0.888596, -4.245343], [-2.050031, -0.922107, -3.817609], [-3.131431, 1.874688, -2.735722], [-2.387445, 1.874325, -4.381885], [-1.607167, 2.769206, -3.059021], [-2.197768, 1.881918, -3.305732], [-2.927068, -1.221865, -3.251453], [-2.348234, -0.577334, -4.808061], [-0.545835, 1.036720, -5.168385], [0.790331, 0.122608, -4.467146], [-1.393634, -1.786329, -3.917771], [0.543820, 1.819030, -4.033866], [1.741866, -0.311096, -2.065149], [1.300898, -0.323615, -0.954392], [-3.322044, -1.209894, -0.680206], [-2.295646, -0.160008, 2.667934], [-0.953971, 0.100990, 1.430296], [0.002024, 1.478276, 2.247858], [1.383511, 1.632047, 2.040816], [2.052105, 2.744669, 2.560449], [1.330256, 3.753893, 3.228342], [-0.060093, 3.619366, 3.422203], [-0.724217, 2.480245, 2.920282], [0.034137, -1.410756, 1.907430], [-0.527596, -2.639228, 1.533103], [0.170961, -3.825381, 1.800151], [1.457530, -3.783432, 2.354343], [1.980206, -2.555163, 2.756586], [1.224426, -1.379586, 2.652216], [-3.098887, 0.564302, 2.489349], [-1.864207, -0.055962, 3.681140], [-2.651636, -1.184968, 2.507050], [1.945110, 0.864144, 1.484562], [3.139017, 2.838603, 2.418106], [1.840208, 4.672677, 3.559883], [-0.633029, 4.409141, 3.931323], [-1.801886, 2.384724, 3.067203], [-1.524546, -2.685325, 1.060726], [-0.263396, -4.781771, 1.537685], [2.046337, -4.685043, 2.465921], [2.979869, -2.486755, 3.176347], [1.552373, -0.460310, 3.144009]], "atomic_forces_ev_per_a": [[-1.4, -4.0, -0.5], [1.3, 3.3, -0.4], [-0.1, -0.3, -0.3], [0.1, -0.2, -0.4], [-0.5, 0.5, 0.0], [-2.4, -0.4, 0.6], [-1.3, 0.2, -5.4], [1.1, -0.5, 0.6], [0.5, -0.2, 1.1], [-0.1, 0.3, -0.3], [-0.2, -0.2, 0.2], [-0.3, 0.1, 0.0], [0.0, 0.0, 1.2], [0.0, -0.1, -0.1], [0.2, 0.3, 0.1], [-0.1, -0.3, 0.6], [-0.2, 0.1, 0.0], [-0.1, -0.1, 0.0], [0.2, 0.3, 0.1], [2.7, -0.7, 4.1], [-1.2, 1.1, -2.5], [1.0, 1.2, 0.1], [-1.0, 0.2, -0.8], [3.2, -1.2, 5.2], [-0.7, 0.3, -1.4], [0.4, 0.2, -0.3], [-0.1, 0.0, 0.0], [-0.3, -0.1, -0.1], [0.1, -0.4, -0.3], [0.3, 0.6, 0.2], [-0.5, 0.2, -0.6], [0.2, -0.5, -0.1], [0.1, 0.3, -0.1], [-0.4, 0.6, -0.4], [-0.3, 0.3, 0.3], [0.2, 0.0, -0.5], [-0.1, -0.3, 0.4], [0.0, 0.0, -0.7], [-0.1, 0.3, 0.1], [-0.3, 0.5, 0.3], [-0.6, 0.0, 0.1], [-0.3, -0.6, -0.1], [0.4, -0.5, -0.2], [0.3, 0.1, 0.0], [0.7, 0.0, 0.2], [-0.1, 0.1, 0.0], [-0.1, 0.0, 0.0], [-0.2, -0.1, 0.2], [0.1, -0.5, -0.4]], "homo_ev": [-17.3, -17.3], "total_charge": 3, "gap_ev": [5.03, 3.84], "largest_force_ev_per_a": 6.2, "total_energy_ha": -2296.2327, "multiplicity": 4, "lumo_energy_ev": [-12.2195, -13.4191]}

=====

{"formula": "C18H25MnN2SbSe4", "method": "ωB97M-V/def2-TZVPD", "species": ["Mn", "Se", "Sb", "Se", "Se", "Se", "C", "N", "C", "C", "C", "C", "C", "C", "C", "C", "H", "H", "H", "H", "H", "H", "H", "H", "H", "H", "H", "H", "C", "N", "C", "C", "C", "C", "C", "C", "C", "C", "H", "H", "H", "H", "H", "H", "H", "H", "H", "H", "H", "H", "H"], "xyz": [[-0.448075, 1.146131, -0.365387], [-3.516647, 4.434740, 2.116650], [-1.122934, 3.877143, 1.712419], [-0.822249, 1.230689, 2.146805], [-0.512864, 3.730225, -0.717961], [0.562678, 4.985063, 2.900139], [4.004383, 2.249292, 2.357273], [3.662573, 1.098741, 1.552886], [3.090389, 0.109211, 2.426491], [2.679712, 1.379916, 0.498967], [2.627087, 0.369729, -0.660796], [3.887948, 0.065156, -1.189504], [3.988442, -0.896705, -2.159650], [2.813373, -1.381977, -2.709602], [1.572675, -1.007624, -2.224945], [1.416799, 0.003758, -1.215425], [4.659439, 2.002823, 3.213535], [3.145954, 2.882881, 2.631279], [4.614956, 2.909144, 1.737377], [3.779663, -0.212996, 3.175056], [2.702026, -0.794246, 1.959406], [2.157764, 0.395808, 2.856582], [3.109975, 2.338795, 0.092274], [1.730364, 1.676504, 1.005793], [4.795533, 0.509125, -0.831264], [4.949197, -1.141253, -2.531562], [2.780264, -2.012062, -3.530858], [0.611284, -1.419032, -2.707225], [-3.165294, -1.326409, 1.175527], [-2.008022, -2.183319, 0.707467], [-0.859364, -2.265696, 1.625312], [-1.591077, -1.924036, -0.727868], [-2.509268, -1.046584, -1.498136], [-3.580813, -1.720433, -2.115125], [-4.582127, -0.953586, -2.724588], [-4.539387, 0.434123, -2.561110], [-3.437161, 1.050324, -1.973722], [-2.340254, 0.374166, -1.445332], [-3.501816, -1.846333, 2.066579], [-3.904076, -1.312877, 0.409839], [-2.787434, -0.345061, 1.341229], [-2.417769, -3.126300, 0.667271], [-0.537502, -1.208517, 1.963079], [-0.160316, -2.771539, 1.043790], [-1.152789, -2.807697, 2.497426], [-1.560561, -2.909515, -1.121893], [-0.617700, -1.473542, -0.651185], [-3.541897, -2.835608, -2.183230], [-5.375973, -1.395286, -3.247791], [-5.424586, 0.943306, -2.809462], [-3.324523, 2.121423, -1.976840]], "atomic_forces_ev_per_a": [[0.0, 0.0, -0.9], [0.7, -0.1, -0.1], [-1.3, -1.4, -0.6], [-0.2, 0.7, 0.3], [-0.1, 0.0, 0.0], [0.9, 0.7, 0.8], [0.5, 1.1, -0.7], [-0.1, -1.6, 0.3], [-0.5, -1.1, -0.2], [1.0, 2.3, -0.2], [0.8, 1.9, 1.4], [-0.4, -0.9, 0.3], [-0.6, 0.7, -0.3], [-0.8, 0.2, 1.0], [-1.7, 1.1, 0.0], [-0.8, -1.5, 0.0], [-0.6, -0.2, -0.2], [-0.1, -0.4, 0.4], [0.1, 0.1, -0.2], [0.6, -0.1, 0.7], [0.7, -0.3, -1.0], [-0.8, 1.1, 1.0], [-0.8, -0.6, -0.1], [0.2, -0.5, -0.7], [0.2, 0.3, 0.5], [0.8, -0.4, -0.6], [0.4, -1.5, -1.5], [1.6, 0.5, 0.5], [0.9, -1.2, 0.4], [-2.1, -0.3, -0.1], [-0.6, 2.6, 0.9], [0.3, 0.9, 0.1], [-0.6, 0.1, 0.1], [0.3, 0.2, -0.7], [1.3, 0.3, 1.3], [0.8, -1.2, 0.5], [0.3, 0.5, -0.4], [0.4, -1.9, 0.4], [-0.3, 0.4, 0.3], [-0.6, -0.1, -0.5], [0.2, 0.9, 0.5], [0.3, 0.5, 0.1], [-0.3, -1.5, -0.9], [1.8, -0.8, -0.4], [-0.2, -0.5, 0.6], [0.4, -0.9, -0.7], [0.6, 0.1, -0.2], [-0.3, 0.9, 0.0], [-1.1, -0.6, -0.6], [-0.8, 1.1, -0.7], [-0.5, 0.4, 0.1]], "homo_ev": [-1.2, -1.2], "total_charge": -2, "gap_ev": [4.82, 4.90], "largest_force_ev_per_a": 2.8, "total_energy_ha": -11807.3673, "multiplicity": 6, "lumo_energy_ev": [3.6582, 3.6560]}

=====

{"formula": "C18H25N2O3", "method": "ωB97M-V/def2-TZVPD", "species": ["C", "H", "O", "C", "C", "C", "C", "C", "C", "H", "O", "C", "H", "H", "H", "C", "N", "C", "C", "N", "H", "C", "C", "H", "H", "H", "H", "C", "C", "C", "C", "C", "O", "H", "H", "H", "H", "H", "H", "H", "H", "H", "H", "H", "H", "H", "H", "H"], "xyz": [[0.449309, 4.005515, 2.697799], [1.235239, 4.464152, 3.294215], [0.792495, 2.637997, 2.605902], [-0.044724, 1.790900, 1.976076], [-1.195939, 2.162200, 1.285753], [-1.971052, 1.184852, 0.689479], [-1.625133, -0.161487, 0.719548], [-0.453645, -0.530459, 1.421428], [0.317615, 0.441787, 2.033599], [1.200960, 0.193771, 2.596422], [-0.142173, -1.856205, 1.416634], [0.895339, -2.314717, 2.259200], [0.714943, -2.035038, 3.299050], [1.868698, -1.930881, 1.938382], [0.885782, -3.399349, 2.169844], [-2.562502, -1.210054, 0.148267], [-2.345967, -1.645487, -1.220112], [-1.206296, -2.488937, -1.488429], [-0.036290, -1.703967, -2.127453], [-0.187834, -0.272676, -1.790764], [-0.412555, -0.221735, -0.763638], [-1.375793, 0.279470, -2.475469], [-2.571569, -0.697790, -2.270952], [-2.739902, -1.262459, -3.192474], [-3.477822, -0.131379, -2.058556], [-1.590730, 1.258436, -2.044361], [-1.149836, 0.401928, -3.535952], [1.044497, 0.520911, -2.055337], [2.112361, 0.251804, -1.053359], [2.621049, 1.023601, -0.049239], [3.632090, 0.250969, 0.570767], [3.662620, -0.932870, -0.098015], [2.750240, -0.945822, -1.082582], [4.266831, -1.810193, 0.020339], [4.246855, 0.544123, 1.395411], [2.327193, 2.017793, 0.214077], [0.789866, 1.581150, -2.011697], [1.389937, 0.275733, -3.064110], [0.920171, -2.065121, -1.751847], [-0.041595, -1.794739, -3.215669], [-1.510076, -3.286090, -2.176017], [-0.888672, -2.949032, -0.554154], [-2.512374, -2.101809, 0.775707], [-3.583693, -0.824424, 0.194984], [-2.892298, 1.473898, 0.204463], [-1.513838, 3.190206, 1.241371], [-0.512025, 4.141902, 3.199395], [0.420244, 4.479620, 1.712072]], "atomic_forces_ev_per_a": [[-0.1, 0.4, 0.0], [-0.1, 0.0, -0.1], [0.1, -0.4, -0.1], [-0.1, -0.3, -0.1], [0.2, 0.4, 0.1], [0.2, -0.3, 0.1], [-0.2, -0.2, 0.4], [-0.2, 0.2, 0.0], [0.0, -0.1, 0.2], [0.2, -0.1, 0.0], [-0.4, 0.4, -0.2], [0.4, -0.1, 0.2], [0.0, 0.0, 0.0], [-0.1, 0.0, 0.0], [0.0, 0.1, 0.0], [0.0, -0.1, 0.2], [-0.1, -0.1, 0.0], [0.0, -0.2, -0.1], [0.0, -0.9, 0.0], [0.0, 0.1, 0.3], [0.3, 0.2, -0.5], [-0.7, 0.1, -0.2], [0.0, 0.1, -0.1], [0.0, 0.1, 0.0], [0.0, 0.0, -0.1], [0.2, -0.1, 0.0], [0.1, 0.0, 0.1], [0.7, 0.0, 0.1], [-0.1, 0.8, 0.4], [-0.3, -0.3, -0.7], [0.1, -0.5, -0.2], [0.4, 0.4, 0.7], [-0.2, -0.2, -0.4], [0.1, -0.2, -0.1], [0.2, 0.0, 0.2], [-0.2, 0.3, 0.0], [0.0, -0.1, 0.0], [-0.2, 0.0, 0.0], [-0.1, 0.1, -0.1], [0.0, 0.1, 0.0], [0.2, 0.0, 0.0], [0.0, 0.0, -0.1], [-0.1, 0.1, 0.0], [0.0, 0.0, 0.1], [-0.1, 0.0, -0.1], [0.0, 0.1, 0.0], [0.0, 0.0, 0.0], [0.0, 0.0, 0.0]], "homo_ev": -11.5, "total_charge": 1, "gap_ev": 9.42, "largest_force_ev_per_a": 0.9, "total_energy_ha": -1035.8544, "lumo_energy_ev": -2.0627}

=====

{"formula": "C18H25N3O2", "method": "ωB97M-V/def2-TZVPD", "species": ["C", "H", "H", "H", "C", "N", "C", "C", "H", "C", "H", "H", "C", "C", "N", "C", "O", "C", "C", "C", "C", "C", "C", "C", "C", "N", "H", "H", "H", "O", "C", "H", "H", "H", "H", "C", "H", "H", "H", "H", "H", "H", "H", "H", "H", "H", "H", "H"], "xyz": [[1.452434, 0.306814, 3.706237], [2.516849, 0.161585, 3.871737], [1.275002, 1.343532, 3.431770], [0.924692, 0.101453, 4.633384], [0.967238, -0.613130, 2.590080], [1.351141, -1.982882, 2.849497], [0.650462, -2.624923, 3.953044], [0.753334, -4.134299, 3.687094], [1.174089, -4.671288, 4.535048], [1.650397, -4.227430, 2.450873], [1.436722, -5.100219, 1.836864], [2.697753, -4.255162, 2.750162], [1.372934, -2.904448, 1.734510], [0.070146, -2.992426, 0.899923], [-0.033772, -1.966359, -0.108362], [-0.962264, -0.970564, -0.048279], [-1.813687, -0.930029, 0.823484], [-0.848384, 0.029575, -1.116766], [-1.240723, 1.349632, -1.089378], [-0.878497, 1.909504, -2.349362], [-1.019323, 3.190639, -2.892313], [-0.574257, 3.405575, -4.180507], [0.006502, 2.360545, -4.927098], [0.157555, 1.098321, -4.407667], [-0.285450, 0.876658, -3.108370], [-0.243971, -0.245126, -2.331163], [-0.024073, -1.166108, -2.670364], [0.604810, 0.307142, -4.990638], [0.331328, 2.589500, -5.929443], [-0.645616, 4.600782, -4.843367], [-1.214543, 5.697280, -4.174468], [-0.649390, 5.956432, -3.272703], [-2.258898, 5.507014, -3.904826], [-1.170585, 6.528152, -4.877036], [-1.468981, 3.970626, -2.299973], [-1.889886, 2.074226, 0.035543], [-1.247973, 2.881245, 0.389701], [-2.089958, 1.387486, 0.851937], [-2.831101, 2.512080, -0.294578], [0.750889, -1.868353, -0.733205], [-0.803432, -2.882963, 1.544493], [0.029219, -3.971056, 0.408071], [2.194514, -2.626509, 1.060850], [-0.229325, -4.554642, 3.474083], [-0.400199, -2.302178, 4.010527], [1.139950, -2.346712, 4.890236], [-0.123336, -0.499515, 2.479617], [1.439665, -0.309478, 1.651101]], "atomic_forces_ev_per_a": [[-0.1, -0.1, -0.3], [0.1, 0.0, 0.0], [0.0, 0.1, 0.1], [0.0, 0.0, 0.1], [0.1, 0.2, 0.2], [0.0, 0.0, -0.1], [0.0, 0.1, 0.3], [0.0, 0.0, 0.0], [-0.1, 0.0, 0.0], [0.0, 0.1, -0.1], [0.0, 0.0, 0.0], [0.0, 0.0, -0.1], [-0.1, -0.2, -0.2], [0.1, -0.2, 0.2], [0.2, 0.0, -0.1], [0.1, -0.3, 0.0], [-0.1, 0.1, 0.0], [-0.3, 0.7, -0.1], [0.0, -0.5, 0.2], [0.2, -0.6, -0.4], [0.0, 0.2, -0.2], [0.0, 0.1, 0.1], [0.0, 0.0, 0.0], [0.0, 0.1, -0.1], [-0.1, 0.6, 0.2], [0.2, -0.4, 0.1], [-0.1, 0.1, 0.0], [0.1, 0.0, -0.1], [0.0, 0.0, -0.1], [0.1, -0.3, -0.1], [-0.1, 0.1, 0.1], [0.0, 0.0, 0.0], [0.0, 0.0, 0.0], [0.0, 0.0, 0.1], [-0.1, 0.1, 0.0], [0.1, -0.1, 0.0], [0.0, 0.1, 0.0], [-0.1, 0.1, 0.1], [-0.1, 0.1, 0.0], [-0.1, 0.1, 0.0], [0.0, -0.1, 0.0], [0.0, 0.0, 0.1], [0.0, 0.0, 0.0], [0.0, 0.0, 0.0], [0.0, 0.0, 0.0], [-0.2, 0.0, 0.0], [0.1, -0.1, -0.1], [-0.1, 0.0, 0.0]], "homo_ev": -8.0, "gap_ev": 8.59, "largest_force_ev_per_a": 0.8, "total_energy_ha": -1015.6612, "lumo_energy_ev": 0.6284}

=====

{"formula": "C18H25NO5S", "method": "ωB97M-V/def2-TZVPD", "species": ["C", "C", "H", "H", "O", "C", "O", "C", "O", "C", "C", "C", "C", "C", "C", "H", "H", "S", "O", "O", "N", "H", "C", "H", "H", "C", "C", "C", "C", "C", "C", "C", "H", "H", "H", "H", "H", "H", "H", "H", "H", "H", "H", "H", "H", "H", "H", "H", "H", "H"], "xyz": [[1.733007, -0.592465, 5.265517], [0.304858, -0.216566, 4.902353], [0.299507, 0.609854, 4.184627], [-0.272023, 0.053138, 5.788521], [-0.399936, -1.328052, 4.331542], [-0.196343, -1.572217, 3.039183], [0.494300, -0.914789, 2.311624], [-0.976212, -2.816243, 2.614959], [-0.909889, -3.063446, 1.237082], [-1.507149, -2.197783, 0.374597], [-2.230376, -1.068285, 0.746852], [-2.804706, -0.271267, -0.229428], [-2.670542, -0.603476, -1.560324], [-1.963723, -1.728807, -1.944226], [-1.380055, -2.522335, -0.980501], [-0.817700, -3.404513, -1.241692], [-1.882926, -1.962904, -2.993128], [-3.386359, 0.446389, -2.811993], [-4.290642, -0.291172, -3.643978], [-3.870479, 1.646451, -2.183991], [-2.031498, 0.741084, -3.741256], [-2.251347, 0.983346, -4.693694], [-1.007353, 1.538719, -3.105194], [-1.195253, 1.461246, -2.031472], [-1.083719, 2.595063, -3.383673], [0.393414, 0.975072, -3.415741], [1.304677, 1.088741, -2.224945], [1.602783, 0.038596, -1.472624], [2.481567, 0.083406, -0.263047], [3.256384, 1.395129, -0.175203], [2.324699, 2.562153, -0.478604], [1.831798, 2.464071, -1.919441], [1.047411, 3.202894, -2.098964], [2.654317, 2.691581, -2.606438], [1.469719, 2.521893, 0.199023], [2.838304, 3.513407, -0.323501], [3.694839, 1.504770, 0.818553], [4.070277, 1.390129, -0.903852], [1.852425, -0.044966, 0.622119], [3.174008, -0.762332, -0.285622], [1.183133, -0.930385, -1.709220], [0.821628, 1.499360, -4.272540], [0.274184, -0.075729, -3.681414], [-3.359872, 0.616898, 0.028660], [-2.343756, -0.791170, 1.782968], [-0.511470, -3.685148, 3.090869], [-2.010221, -2.737330, 2.975048], [1.738439, -1.442607, 5.943204], [2.216956, 0.250493, 5.749836], [2.290914, -0.849894, 4.368571]], "atomic_forces_ev_per_a": [[-0.4, -0.1, -0.2], [0.4, 0.4, 0.1], [-0.1, -0.1, 0.1], [0.0, 0.0, -0.1], [-0.2, -0.3, 0.1], [-0.1, -0.2, -0.2], [0.0, 0.0, 0.0], [0.0, 0.1, 0.1], [0.1, 0.1, -0.1], [-0.2, 0.1, -0.3], [0.1, -0.2, 0.1], [-0.1, 0.1, 0.0], [-0.3, 0.5, -0.3], [0.1, -0.2, 0.1], [0.0, 0.0, 0.2], [0.1, -0.1, -0.1], [0.1, -0.1, -0.1], [0.2, 0.1, -0.4], [0.1, -0.2, -0.1], [0.2, -0.1, 0.2], [-0.8, -0.3, 0.4], [-0.3, -0.1, -0.2], [0.5, 0.2, 0.2], [0.2, 0.2, 0.0], [-0.1, -0.1, 0.1], [-0.1, 0.0, 0.3], [0.0, 0.1, -0.4], [0.1, -0.1, 0.1], [0.1, 0.1, 0.1], [-0.2, 0.0, 0.1], [0.2, 0.1, -0.2], [0.0, 0.0, 0.3], [0.0, 0.1, -0.1], [0.0, 0.1, -0.1], [-0.1, 0.1, 0.1], [-0.1, 0.0, 0.1], [0.1, 0.0, 0.0], [0.1, 0.0, 0.0], [0.1, -0.1, 0.0], [0.0, 0.0, 0.0], [-0.1, -0.1, -0.2], [0.0, 0.0, -0.1], [0.0, 0.0, 0.0], [0.0, 0.1, 0.1], [0.0, 0.0, 0.1], [-0.1, 0.2, 0.0], [0.1, 0.0, 0.0], [0.0, 0.0, 0.1], [0.1, 0.1, 0.1], [0.1, 0.0, 0.0]], "homo_ev": -8.7, "gap_ev": 9.30, "largest_force_ev_per_a": 1.0, "total_energy_ha": -1530.0225, "lumo_energy_ev": 0.5789}